131
Properties=species:S:1:pos:R:3:forces:R:3:mulliken_charge:R:1 method="wB97M-V/def2-TZVPD" charge=-2 homo_ha="-0.0484 / -0.0418" energy_ev=-115546.4242 orbital_gap_ev="4.95 / 4.46" e_lumo_ev="3.64 / 3.32" relative_energy_ev=3.808
Sn -0.67741 0.51356 1.69327 0.244 -0.133 0.124 1.689
C 3.85751 1.06467 1.75861 -0.204 0.008 0.122 -1.366
C 2.39982 0.59536 1.82088 0.342 0.222 -0.102 0.756
N 1.55399 1.59814 1.23550 -0.570 -0.593 -0.442 1.513
N 1.65000 2.76998 1.86172 0.435 0.897 0.089 -1.451
C 0.61012 3.36093 2.39793 -0.086 -0.891 -0.103 -0.019
O -0.52700 2.82650 2.59141 -0.066 0.417 -0.054 -0.980
C 0.83200 4.76272 2.86254 -0.095 0.205 0.131 0.730
C 2.03381 5.43855 2.66458 0.026 -0.035 -0.024 -0.211
C 2.18397 6.74660 3.09693 0.037 0.034 0.008 -0.794
C 1.13528 7.40111 3.73185 -0.033 0.009 0.007 -0.346
C -0.06855 6.73586 3.92419 0.058 0.114 0.036 -0.653
C -0.21944 5.42682 3.49264 0.040 -0.063 -0.047 -0.423
C 2.13237 -0.79514 1.13077 -0.164 -0.020 -0.120 1.796
C 3.29485 -1.74436 1.26969 0.080 0.056 0.417 -1.168
C 3.06239 -3.07159 1.34206 -0.016 0.187 0.184 -0.940
C 1.73514 -3.57009 1.49591 -0.091 -0.217 -0.321 -1.358
C 0.76269 -2.62715 1.80799 -0.012 0.069 0.040 -1.504
N 0.93349 -1.32564 1.75315 -0.201 0.237 0.322 0.603
H 3.88654 2.08602 2.13418 0.021 -0.011 0.002 0.379
H 4.17927 1.05804 0.71580 0.043 -0.009 0.009 0.159
H 4.52443 0.44358 2.35030 0.005 -0.077 -0.042 0.347
H 2.84008 4.91751 2.16389 -0.016 -0.012 0.008 0.375
H 3.12237 7.26631 2.93735 0.009 -0.029 -0.003 0.363
H 1.25636 8.42406 4.07025 -0.009 -0.001 -0.006 0.351
H -0.89049 7.24770 4.41215 -0.018 -0.037 0.001 0.380
H -1.14772 4.88677 3.62569 0.008 -0.026 -0.003 0.428
H 4.30157 -1.35670 1.19403 0.014 -0.026 0.047 0.681
H 3.89985 -3.76519 1.34794 0.006 0.002 -0.047 0.301
H 1.52444 -4.62969 1.55783 -0.003 0.021 0.122 0.501
H -0.20955 -2.94976 2.17812 0.017 0.001 -0.040 0.682
C 3.56006 -0.60823 4.57759 -0.025 0.061 -0.119 -1.853
C 2.13364 -0.30862 4.19384 0.015 0.108 0.144 1.420
O 1.90994 0.59983 3.23111 -0.056 -0.332 -0.015 0.036
C 1.14065 -0.79310 4.96700 0.203 0.017 -0.142 -1.174
C -0.31193 -0.74059 4.92923 -0.582 -0.038 -0.140 0.457
C -0.99110 -1.22815 6.19029 0.070 -0.023 -0.035 -1.507
N -1.07406 -0.38921 3.93819 0.631 0.360 -0.140 0.915
N -2.40869 -0.62176 4.13402 -0.579 -0.460 0.118 -0.717
C -3.22258 -0.00048 3.30386 0.427 0.318 0.317 -0.064
O -2.92983 0.95293 2.52977 0.100 -0.189 -0.167 -0.739
C -4.63507 -0.50743 3.30551 -0.130 -0.059 -0.084 0.478
C -5.54911 0.07001 2.42889 0.069 0.038 0.014 -0.331
C -6.83511 -0.43531 2.31366 -0.059 -0.015 0.027 -0.742
C -7.22618 -1.52335 3.08149 -0.037 -0.002 0.004 -0.293
C -6.32226 -2.09881 3.96575 -0.022 -0.001 0.031 -0.670
C -5.03530 -1.59617 4.07656 -0.006 0.035 0.018 -0.142
H 4.12131 0.32151 4.70109 -0.020 0.002 -0.044 0.240
H 3.59196 -1.16572 5.51274 -0.023 -0.011 -0.030 0.459
H 4.03912 -1.20345 3.80375 0.091 -0.064 -0.106 0.343
H 1.50161 -1.36242 5.81460 -0.014 0.001 -0.001 0.017
H -0.27417 -1.61390 6.91446 0.047 0.045 -0.029 0.432
H -1.54897 -0.40349 6.63952 -0.063 -0.062 0.015 0.281
H -1.71858 -1.99848 5.93430 -0.022 0.009 0.057 0.213
H -5.21581 0.90803 1.83077 0.028 -0.025 -0.013 0.447
H -7.53218 0.01036 1.61314 0.010 0.015 0.009 0.369
H -8.22796 -1.92751 2.98730 0.007 0.002 -0.007 0.377
H -6.62027 -2.95467 4.56091 0.007 0.005 0.004 0.364
H -4.31584 -2.04609 4.74614 0.036 -0.006 -0.025 0.370
Cl -2.66664 7.07152 -5.53824 -0.001 -0.016 -0.004 -0.261
C -2.42173 5.77054 -4.39897 0.045 -0.037 0.059 0.494
C -2.86910 4.48963 -4.71281 -0.021 0.166 -0.073 -0.784
C -2.68311 3.46895 -3.81236 0.077 -0.162 0.234 -0.226
C -2.05508 3.68893 -2.55036 -0.055 0.524 -0.471 1.415
C -1.89986 2.66914 -1.62884 -0.037 -0.354 0.313 -1.412
C -1.59338 5.01328 -2.28955 0.003 -0.280 0.158 -0.343
C -1.77281 6.03079 -3.19366 -0.063 0.092 -0.151 -0.835
H -3.36239 4.31738 -5.66040 0.018 -0.038 0.000 0.405
H -3.01818 2.46598 -4.05181 -0.014 0.013 -0.001 0.395
H -2.22379 1.66278 -1.85709 0.020 0.033 0.002 -0.014
H -1.45383 2.83403 -0.65819 0.035 0.061 0.026 0.170
H -1.08318 5.20249 -1.35251 -0.025 0.019 0.001 0.514
H -1.41911 7.03120 -2.98269 0.005 -0.007 0.015 0.399
S -2.21932 -1.59091 0.65431 -0.034 0.046 -0.102 -0.444
Sb -0.86668 -2.19205 -1.15043 0.298 0.213 -0.010 1.125
C 0.80454 -2.71416 -2.49686 -0.292 0.083 0.225 1.362
C 1.32718 -3.98128 -2.71442 -0.041 -0.092 0.021 -0.879
C 2.21787 -4.20879 -3.75862 0.018 -0.042 0.006 -0.631
C 2.59236 -3.16911 -4.59497 0.018 0.021 -0.040 -0.868
C 2.08077 -1.89569 -4.37929 0.004 -0.025 -0.031 -0.521
C 1.19262 -1.67407 -3.33870 0.009 -0.008 -0.034 0.071
C -2.09563 -1.57342 -2.81307 0.086 -0.016 0.169 0.987
C -3.16190 -0.71125 -2.58996 0.024 0.073 0.082 -0.691
C -4.06751 -0.42557 -3.60417 -0.019 0.034 -0.020 -0.812
C -3.92185 -1.01874 -4.84964 -0.030 -0.012 -0.047 -0.653
C -2.86645 -1.89194 -5.07787 0.019 -0.004 0.003 -0.802
C -1.95937 -2.16879 -4.06376 -0.011 0.057 -0.064 -0.479
C -1.74520 -4.22081 -1.10850 0.124 0.136 -0.106 0.853
C -1.10417 -5.43175 -0.87584 0.078 0.013 0.049 -0.091
C -1.82100 -6.62321 -0.82367 0.013 -0.065 0.023 -0.695
C -3.19563 -6.61908 -0.99214 -0.044 -0.030 0.002 -0.474
C -3.85519 -5.41284 -1.19377 0.002 0.008 0.009 -0.905
C -3.13497 -4.23003 -1.24330 0.049 -0.071 -0.063 -0.637
H 1.04749 -4.80607 -2.07368 0.074 0.089 -0.121 -0.170
H 2.62156 -5.20367 -3.91012 0.003 0.006 -0.006 0.338
H 3.28416 -3.34539 -5.41076 0.013 -0.007 0.015 0.305
H 2.37722 -1.07138 -5.01721 0.008 0.009 0.012 0.426
H 0.80031 -0.67828 -3.16735 0.018 -0.006 -0.025 0.234
H -3.29426 -0.28452 -1.59963 -0.017 -0.062 0.003 0.554
H -4.89354 0.25048 -3.41401 0.001 -0.007 0.001 0.482
H -4.63742 -0.81639 -5.63864 0.016 0.030 0.004 0.370
H -2.75116 -2.36476 -6.04642 -0.009 -0.004 0.004 0.409
H -1.14700 -2.85959 -4.25465 0.011 -0.009 0.008 0.399
H -0.03501 -5.45846 -0.70003 -0.092 -0.025 0.090 0.064
H -1.30206 -7.55827 -0.64250 0.013 0.018 0.016 0.392
H -3.75433 -7.54721 -0.94866 0.007 0.003 0.000 0.341
H -4.93389 -5.38832 -1.29754 0.000 -0.019 -0.006 0.401
H -3.66156 -3.29193 -1.36463 -0.058 0.003 -0.026 0.383
C 5.96304 2.25204 -3.28063 -0.079 -0.003 0.083 -1.610
C 4.83688 1.46903 -2.65798 0.043 -0.052 -0.043 0.524
C 3.60953 2.04592 -2.38774 0.029 -0.014 0.010 -0.917
C 2.57498 1.36046 -1.75270 0.096 -0.083 -0.021 1.590
C 1.28204 2.13156 -1.67258 -0.085 -0.043 0.103 -1.641
C 2.77567 0.03010 -1.31342 -0.072 0.101 -0.094 0.431
C 1.77918 -0.75790 -0.45983 0.044 -0.081 0.226 -0.484
O 0.41761 -0.51263 -0.68959 -0.291 -0.274 -0.364 -0.511
C 3.97999 -0.59903 -1.70487 0.049 0.035 0.005 1.577
C 4.29796 -2.07170 -1.54867 -0.015 0.016 -0.134 -2.243
C 4.98077 0.12967 -2.34410 0.010 0.028 0.025 -1.107
H 5.57979 3.07869 -3.88094 0.029 0.002 -0.015 0.380
H 6.58344 1.61658 -3.91505 0.004 0.010 -0.013 0.390
H 6.60595 2.67536 -2.50390 0.027 0.024 -0.040 0.261
H 3.43083 3.07532 -2.68831 -0.028 -0.006 0.010 0.381
H 1.01245 2.48213 -2.67570 0.020 -0.020 0.018 0.812
H 1.39664 3.00600 -1.02929 0.005 -0.012 0.040 0.339
H 0.47689 1.52800 -1.28210 -0.059 -0.064 0.075 -0.780
H 1.95382 -1.81719 -0.68440 0.098 0.127 -0.003 -0.135
H 5.00150 -2.23051 -0.73109 -0.027 -0.084 -0.025 0.446
H 4.76330 -2.42833 -2.47162 0.017 0.033 -0.011 0.657
H 3.42585 -2.68854 -1.36135 0.040 -0.021 0.034 -0.171
H 5.89760 -0.38562 -2.62081 -0.003 -0.001 0.011 0.341